Entry 1:
ORCA calculation (the ωB97M-V functional and the def2-TZVPD basis) on a structure of composition C18H27NiP3Te4 at a distorted geometry.

Summary:
net charge	0
2S+1	1
relative energy (zero: lowest compared OMol25 entry of this formula, charge and spin)	1.215	eV

Geometry as XYZ:
```
53
Properties=species:S:1:pos:R:3:nbo_charge:R:1
Te -5.949 -0.423 -1.301 -0.169
Te -4.777 -2.928 -1.401 -0.084
Te -3.101 -3.050 0.767 -0.448
Te -3.809 0.504 0.244 0.015
Ni -1.813 -0.981 -0.068 0.195
P 0.260 -1.826 -0.485 0.929
P -1.761 0.728 -1.506 0.988
P -1.244 0.582 1.646 0.868
C -1.916 1.746 2.902 -0.941
C -2.637 2.027 -2.477 -0.984
C 1.756 -1.373 0.468 -0.371
C 1.334 3.406 -0.955 -0.220
C 0.283 -3.642 -0.336 -0.959
C 2.448 -0.206 0.149 -0.210
C 1.625 3.279 0.396 -0.198
C 0.980 -1.662 -2.170 -0.947
C 4.086 -0.672 1.845 -0.207
C 0.285 2.683 -1.507 -0.152
C 3.409 -1.838 2.170 -0.228
C -1.663 -0.411 -2.990 -0.953
C -0.266 -0.411 2.832 -0.935
C 0.880 2.417 1.187 -0.193
C 2.254 -2.186 1.485 -0.152
C 3.603 0.142 0.832 -0.201
C -0.473 1.820 -0.720 -0.381
C -0.146 1.655 0.642 -0.331
H -0.990 -0.090 -3.788 0.226
H 4.126 1.053 0.569 0.216
H -2.148 2.147 -3.447 0.218
H -1.439 -1.427 -2.696 0.240
H 0.851 -0.657 -2.565 0.232
H 3.784 -2.486 2.951 0.218
H -0.137 -3.953 0.619 0.254
H 2.090 0.439 -0.645 0.219
H -0.969 -0.670 3.626 0.247
H -2.394 2.599 2.423 0.245
H 2.433 3.850 0.836 0.221
H -2.660 1.209 3.492 0.248
H 2.046 -1.888 -2.136 0.240
H -3.667 1.705 -2.642 0.261
H 0.102 -1.327 2.389 0.238
H 1.740 -3.101 1.753 0.211
H 1.119 2.319 2.240 0.217
H 4.990 -0.403 2.376 0.217
H 0.052 2.812 -2.557 0.208
H -2.695 -0.351 -3.345 0.262
H -0.379 -4.037 -1.107 0.259
H 1.919 4.067 -1.581 0.221
H -2.647 2.974 -1.942 0.240
H 0.489 -2.366 -2.840 0.243
H 1.290 -4.042 -0.461 0.226
H -1.125 2.102 3.566 0.220
H 0.571 0.143 3.266 0.222
```

---

Entry 2:
ORCA calculation (the ωB97M-V functional and the def2-TZVPD basis) on a structure of composition C18H28ClN4O5P3Si2 at a distorted geometry.

Summary:
energy	-91467.04902	eV
net charge	0
2S+1	1

Geometry as XYZ:
```
61
Properties=species:S:1:pos:R:3:nbo_charge:R:1
Cl 4.230 -2.229 4.430 -0.320
P 2.959 -0.797 5.210 0.730
P 0.467 2.703 3.113 2.141
P 1.842 2.514 4.772 -0.351
Si 6.190 1.440 3.689 1.570
Si 3.463 1.134 4.108 1.076
O 1.523 -1.120 4.546 -1.022
O 0.655 1.445 2.181 -1.001
O 4.872 1.790 4.643 -1.235
O 0.684 3.922 2.348 -1.135
O -0.998 2.696 3.683 -0.990
N 7.595 1.946 4.546 -0.887
N -7.727 -0.934 -5.887 -0.429
N 0.568 -2.659 1.829 -0.458
N -2.781 -1.815 -3.540 -0.439
C -0.900 -2.245 -0.498 -0.172
C -8.778 -0.222 -6.282 0.034
C 0.012 -3.674 1.175 0.039
C -4.079 -2.678 -5.360 -0.264
C -9.252 0.528 -4.074 -0.167
C -4.251 -1.401 -5.868 -0.166
C -9.569 0.524 -5.422 -0.261
C 9.153 1.232 2.788 -0.716
C 0.397 -1.433 1.332 0.025
C -7.436 -0.918 -4.590 0.034
C 8.692 2.077 3.928 0.409
C -0.726 -3.521 0.013 -0.263
C -3.678 -0.335 -5.197 -0.252
C -2.955 -0.596 -4.043 0.031
C 9.674 3.100 4.362 -0.680
C -0.326 -1.179 0.177 -0.255
C -8.162 -0.210 -3.645 -0.260
C -3.339 -2.829 -4.197 0.034
H -6.573 -1.508 -4.298 0.197
H 9.229 3.790 5.053 0.237
H 6.070 2.089 2.371 -0.216
H 3.463 0.980 2.630 -0.185
H 9.057 1.745 1.843 0.239
H -1.362 3.569 3.481 0.523
H -2.488 0.211 -3.489 0.190
H 2.426 3.774 4.895 0.079
H -3.789 0.678 -5.556 0.221
H 8.672 0.271 2.765 0.231
H -1.472 -2.085 -1.405 0.248
H -8.994 -0.253 -7.345 0.192
H -10.411 1.086 -5.801 0.220
H -1.155 -4.383 -0.479 0.218
H 1.526 -1.953 4.012 0.535
H -7.878 -0.237 -2.602 0.222
H 0.443 1.739 1.282 0.520
H 0.169 -4.656 1.608 0.191
H -4.510 -3.539 -5.852 0.225
H 6.168 -0.030 3.491 -0.232
H 0.861 -0.636 1.890 0.215
H -4.826 -1.241 -6.770 0.233
H -3.184 -3.811 -3.764 0.192
H 10.465 2.580 4.891 0.230
H -9.846 1.097 -3.369 0.218
H -0.439 -0.167 -0.189 0.203
H 10.210 1.050 2.916 0.229
H 10.147 3.580 3.519 0.222
```

---

Entry 3:
ORCA calculation (the ωB97M-V functional and the def2-TZVPD basis) on the molecule C18H28ClO3PS at a distorted geometry.

Summary:
energy	-57907.36761	eV
net charge	0
SMILES	COCCCCCCCCCCCC1=C([PH2]=S)C(=O)C=C(Cl)C1=O
2S+1	1

Geometry as XYZ:
```
52
Properties=species:S:1:pos:R:3:nbo_charge:R:1
Cl -2.499 -5.460 0.587 0.070
S -0.551 -0.779 -4.948 -0.518
P -1.066 -0.406 -3.122 0.840
O 3.560 -1.713 0.096 -0.547
O -2.216 -3.220 -3.883 -0.455
O -1.788 -2.747 1.410 -0.476
C 3.513 0.702 0.176 -0.411
C 2.062 0.932 -0.271 -0.401
C -0.223 2.199 2.110 -0.399
C -1.233 -0.419 0.032 -0.463
C -2.493 1.580 1.060 -0.391
C -2.248 -4.267 -1.792 -0.235
C 3.631 -0.591 0.959 -0.053
C 1.785 2.339 -0.789 -0.405
C 0.461 2.939 -0.318 -0.378
C 0.386 3.255 1.185 -0.411
C 2.438 -2.540 0.278 -0.240
C -2.330 0.053 1.016 -0.400
C -1.852 -2.844 0.184 0.474
C -2.011 -3.102 -2.677 0.471
C -1.746 2.226 2.223 -0.390
C -2.190 -4.141 -0.464 -0.093
C -1.555 -1.674 -0.708 0.004
C -1.577 -1.814 -2.053 -0.330
H -0.346 2.295 -0.649 0.180
H -2.031 -0.276 2.003 0.224
H -2.225 2.045 0.117 0.192
H 2.842 -0.631 1.708 0.159
H 2.694 -3.535 -0.067 0.193
H 2.597 3.024 -0.563 0.200
H 4.169 0.673 -0.685 0.215
H -2.066 0.569 -2.948 -0.028
H -0.223 4.150 1.294 0.204
H 1.855 0.188 -1.037 0.200
H 0.331 3.876 -0.853 0.208
H -3.287 -0.414 0.812 0.211
H 1.382 3.534 1.515 0.205
H -2.100 3.236 2.406 0.203
H 1.436 0.678 0.577 0.187
H -0.316 -0.602 0.587 0.243
H 3.786 1.506 0.856 0.196
H -3.551 1.797 1.195 0.211
H -2.489 -5.213 -2.241 0.250
H 0.082 1.187 1.858 0.188
H 1.740 2.292 -1.876 0.206
H -2.018 1.658 3.111 0.199
H -1.020 0.401 -0.638 0.215
H 2.151 -2.626 1.324 0.168
H 1.580 -2.187 -0.297 0.151
H 0.171 2.382 3.108 0.210
H 4.579 -0.624 1.495 0.180
H 0.024 0.112 -2.405 -0.031
```

---

Entry 4:
ORCA calculation (the ωB97M-V functional and the def2-TZVPD basis) on a structure of composition C18H28F18KN3O18S6 at a distorted geometry.

Summary:
net charge	-2
2S+1	1
relative energy (zero: lowest compared OMol25 entry of this formula, charge and spin)	0.000	eV

Geometry as XYZ:
```
92
Properties=species:S:1:pos:R:3:mulliken_charge:R:1
K 10.786 -8.182 -7.998 0.902
S 8.799 -5.670 -10.536 0.801
S 12.239 -11.384 -5.626 0.903
S 9.224 -4.904 -12.984 1.283
S 10.118 -9.799 -14.154 0.945
S 12.785 -9.283 -4.050 1.262
S 10.636 -10.084 -11.604 0.898
F 6.549 -5.724 -8.932 -0.215
F 13.586 -13.307 -6.883 -0.246
F 11.760 -12.353 -12.402 -0.228
F 13.003 -11.215 -11.023 -0.205
F 8.209 -4.547 -8.227 -0.232
F 8.323 -2.555 -13.815 -0.221
F 14.573 -11.394 -6.958 -0.195
F 13.573 -7.779 -2.005 -0.221
F 14.612 -12.538 -5.169 -0.251
F 11.576 -8.270 -15.747 -0.230
F 11.257 -12.292 -10.296 -0.212
F 12.819 -9.722 -1.378 -0.221
F 10.474 -2.647 -13.462 -0.244
F 9.642 -3.559 -15.243 -0.211
F 14.780 -9.545 -2.272 -0.231
F 12.145 -10.367 -15.813 -0.236
F 6.939 -3.815 -9.864 -0.228
F 10.309 -9.710 -16.783 -0.225
O 9.260 -10.529 -11.614 -0.670
O 8.129 -6.819 -11.104 -0.582
O 8.799 -9.826 -8.242 0.380
O 10.961 -6.273 -5.845 0.384
O 8.416 -7.481 -6.774 0.239
O 9.915 -6.006 -9.668 -0.436
O 10.431 -5.699 -13.111 -0.345
O 11.260 -12.436 -5.612 -0.681
O 11.493 -8.645 -3.943 -0.579
O 9.723 -11.204 -14.223 -0.679
O 8.014 -5.484 -13.531 -0.698
O 13.292 -7.366 -9.333 0.130
O 10.980 -9.205 -10.503 -0.419
O 13.789 -8.682 -4.924 -0.670
O 13.736 -5.623 -13.979 -0.137
O 14.156 -5.332 -11.086 0.038
O 9.058 -8.820 -14.229 -0.597
O 12.026 -10.342 -6.603 -0.486
N 9.067 -4.325 -11.509 -0.584
N 12.710 -10.854 -4.074 -0.670
N 11.224 -9.497 -13.066 -0.222
C 13.756 -6.118 -8.870 -0.246
C 7.527 -9.244 -8.100 -0.746
C 8.836 -11.222 -8.221 -0.754
C 8.487 -6.733 -5.560 -0.995
C 11.979 -5.330 -5.563 -0.855
C 11.118 -9.523 -15.741 0.544
C 11.762 -11.584 -11.312 0.398
C 7.516 -4.900 -9.347 0.413
C 13.561 -5.442 -15.359 -0.689
C 13.860 -12.211 -6.210 0.632
C 7.398 -8.459 -6.786 -0.743
C 9.679 -5.768 -5.555 -0.690
C 14.076 -8.503 -9.112 -0.530
C 13.526 -9.081 -2.300 0.405
C 15.020 -4.897 -12.122 -0.774
C 14.263 -4.483 -13.330 -0.451
C 9.408 -3.314 -13.958 0.415
C 14.777 -5.573 -9.861 -0.826
H 6.365 -8.103 -6.664 0.384
H 15.053 -4.053 -13.970 0.445
H 14.085 -8.882 -8.084 0.183
H 12.930 -5.716 -5.916 0.112
H 13.839 -9.315 -9.794 -0.076
H 8.311 -11.684 -9.063 0.250
H 7.500 -9.143 -5.930 0.363
H 7.501 -6.267 -5.454 0.354
H 15.130 -8.281 -9.336 0.293
H 9.843 -11.637 -8.281 -0.057
H 13.466 -3.744 -13.200 0.220
H 9.674 -5.315 -4.552 0.403
H 9.435 -4.929 -6.218 0.368
H 14.115 -6.239 -7.841 0.259
H 8.468 -11.637 -7.272 0.382
H 6.694 -9.939 -8.225 0.450
H 7.448 -8.498 -8.897 0.178
H 14.448 -5.142 -15.938 0.356
H 13.263 -6.415 -15.746 0.136
H 8.537 -7.350 -4.652 0.451
H 15.269 -4.660 -9.487 0.412
H 12.801 -4.676 -15.551 0.249
H 12.906 -5.450 -8.726 0.148
H 15.656 -6.226 -9.948 0.315
H 15.570 -4.032 -11.716 0.353
H 12.036 -5.283 -4.468 0.288
H 15.780 -5.660 -12.314 0.301
H 11.715 -4.354 -5.981 0.314
```

---

Entry 5:
ORCA calculation (the ωB97M-V functional and the def2-TZVPD basis) on a structure of composition C18H28IrO5Se3Te at a distorted geometry.

Summary:
⟨S²⟩	0.7592
net charge	+2
2S+1	2
relative energy (zero: lowest compared OMol25 entry of this formula, charge and spin)	0.919	eV

Geometry as XYZ:
```
56
Properties=species:S:1:pos:R:3:nbo_charge:R:1
Ir 0.797 -0.632 -1.549 0.923
Te 0.983 1.982 -4.744 0.634
Se -0.495 0.872 -3.187 -0.153
Se 3.192 1.138 -4.018 -0.012
Se 2.976 0.412 -1.859 -0.044
O -0.023 0.770 -0.304 -0.637
O 2.663 -2.169 -0.571 -0.562
O -1.314 -1.762 -2.013 -0.574
O 0.197 -2.270 0.150 -0.579
O 1.002 -2.604 -2.603 -0.540
C 1.639 2.685 2.926 -0.657
C -1.200 -2.062 0.371 -0.099
C 0.379 1.526 0.615 0.424
C -1.922 3.953 3.176 0.138
C -0.573 3.706 3.420 -0.248
C -0.439 2.330 1.446 -0.195
C -2.522 3.368 2.056 -0.240
C -2.555 1.976 0.011 -0.636
C -2.727 4.826 4.088 -0.653
C 2.381 -2.968 -2.801 -0.088
C -1.272 -2.462 -3.261 -0.086
C 2.937 -3.267 -1.430 -0.080
C -1.876 -2.495 -0.901 -0.077
C 0.185 2.918 2.581 0.112
C 1.069 -2.053 1.258 -0.087
C 2.459 -2.490 0.811 -0.081
C 0.165 -2.580 -3.765 -0.091
C -1.823 2.559 1.191 0.097
H -1.397 -1.008 0.581 0.198
H 2.912 -2.165 -3.313 0.208
H 2.452 -3.875 -3.403 0.221
H -2.641 0.890 0.096 0.215
H 0.273 -3.507 -4.328 0.220
H -3.572 3.556 1.866 0.228
H -2.032 2.177 -0.923 0.228
H -2.113 5.275 4.865 0.235
H -0.108 4.141 4.296 0.231
H -1.710 -3.563 -1.046 0.203
H -3.214 5.620 3.521 0.248
H 2.574 -3.563 0.959 0.204
H 1.870 1.623 3.020 0.218
H -2.948 -2.301 -0.838 0.217
H -1.720 -3.445 -3.135 0.211
H -1.555 -2.668 1.206 0.221
H 1.051 -0.997 1.545 0.174
H 1.878 3.158 3.875 0.249
H 4.014 -3.430 -1.508 0.219
H 1.454 1.569 0.808 0.177
H 3.213 -1.974 1.405 0.214
H -1.859 -1.909 -3.994 0.221
H 0.756 -2.651 2.115 0.216
H 2.305 3.113 2.173 0.235
H -3.518 4.244 4.565 0.250
H 2.460 -4.167 -1.038 0.198
H -3.556 2.394 -0.052 0.237
H 0.451 -1.746 -4.408 0.197
```

---

Entry 6:
ORCA calculation (the ωB97M-V functional and the def2-TZVPD basis) on a structure of composition C18H28N at a distorted geometry.

Summary:
net charge	+1
2S+1	1
relative energy (zero: lowest compared OMol25 entry of this formula, charge and spin)	11.375	eV

Geometry as XYZ:
```
47
Properties=species:S:1:pos:R:3:nbo_charge:R:1
N 1.570 0.563 0.618 -0.218
C -1.653 -1.086 -2.109 -0.086
C -2.285 -0.135 -2.790 -0.137
C 2.325 1.381 -0.094 -0.276
C -3.773 -1.396 -0.918 -0.258
C -1.529 1.778 3.503 -0.621
C 2.780 -1.321 -0.602 -0.405
C 0.777 -0.299 -1.661 -0.203
C 1.187 0.886 2.194 -0.116
C -1.314 0.498 2.674 -0.379
C -0.039 -1.193 -2.355 -0.409
C 2.509 -0.624 0.784 -0.257
C -4.244 -0.516 -1.738 -0.154
C 2.219 -0.317 -1.668 -0.221
C 2.787 0.878 -1.238 -0.456
C -2.334 -1.627 -1.168 -0.171
C 0.255 0.108 2.976 -0.447
C 0.387 0.026 -0.139 -0.236
C -3.466 0.125 -2.993 -0.184
H 0.097 -0.947 0.317 0.230
H 2.775 1.520 -2.121 0.256
H 3.940 0.763 -1.393 0.240
H 0.173 -1.794 -3.127 0.264
H 1.931 -2.182 -0.500 0.197
H 2.170 1.183 2.620 0.227
H 3.719 -1.760 -0.742 0.241
H 0.310 -0.909 2.736 0.228
H -0.495 0.695 0.024 0.246
H 3.064 2.037 0.539 0.247
H -2.724 2.063 3.496 0.222
H -4.332 -1.825 -0.227 0.222
H -1.944 -2.234 -0.375 0.200
H 0.715 0.283 3.876 0.257
H 0.855 1.744 1.908 0.187
H 3.562 -0.401 1.068 0.247
H 1.706 2.129 -0.333 0.223
H -3.970 0.848 -3.464 0.228
H -5.395 -0.135 -1.656 0.212
H 0.069 -2.149 -1.674 0.188
H 1.980 -1.395 1.557 0.233
H -1.146 2.666 2.904 0.196
H -1.504 0.170 -3.894 0.137
H -1.848 -0.220 3.369 0.222
H -1.736 0.719 1.901 0.190
H 0.557 0.496 -2.146 0.205
H -1.251 1.833 4.587 0.229
H 2.563 -0.926 -2.527 0.264
```

---

What is the formula in the second record?
C18H28ClN4O5P3Si2

---

Which value of net charge does entry 4 give?
-2